# 1
{"formula": "C29H40BaN3O2PS", "method": "the ωB97M-V functional and the def2-TZVPD basis", "e_above_lowest_ev": 0.000, "e_tot_ha": -2208.9953, "symbols": ["Ba", "N", "C", "C", "O", "O", "H", "H", "H", "H", "C", "C", "C", "P", "C", "C", "C", "C", "C", "C", "C", "C", "C", "C", "N", "C", "C", "C", "C", "C", "C", "C", "C", "C", "H", "H", "H", "H", "H", "H", "H", "H", "H", "H", "H", "H", "H", "H", "H", "H", "H", "H", "H", "H", "H", "H", "H", "H", "H", "H", "H", "H", "H", "H", "H", "S", "C", "N", "C", "C", "C", "C", "H", "H", "H", "H", "H"], "coordinates": [[-0.2339, -0.4458, -0.1795], [-2.9655, -1.8370, -0.4103], [-3.0133, -2.0358, -1.8806], [-1.6170, -1.5898, -2.2978], [-0.6798, -2.3774, -2.0013], [-1.4555, -0.3780, -2.5856], [-2.6562, -2.6884, 0.0490], [-3.8774, -1.6097, -0.0372], [-3.7679, -1.3816, -2.3099], [-3.2075, -3.0726, -2.1594], [4.6802, -0.3001, -1.6970], [4.4551, -0.9262, -0.3211], [4.1331, -2.4109, -0.4650], [3.0920, -0.0386, 0.5894], [3.8262, 1.6726, 0.7135], [5.2112, 1.7994, 1.3407], [2.8683, 2.6606, 1.3694], [3.1571, -0.8531, 2.2273], [4.3906, -1.0956, 2.8531], [4.5364, -1.9134, 3.9565], [5.8757, -2.1426, 4.6042], [3.3843, -2.5475, 4.4334], [2.1556, -2.3296, 3.8551], [1.9884, -1.4514, 2.7586], [0.7260, -1.1462, 2.2860], [-0.2736, -2.1432, 2.3653], [-1.4629, -1.9375, 3.0907], [-1.6390, -0.7224, 3.9584], [-2.4808, -2.8846, 3.0340], [-2.3768, -4.0461, 2.2805], [-3.4832, -5.0663, 2.2488], [-1.2070, -4.2371, 1.5576], [-0.1659, -3.3161, 1.5844], [1.0665, -3.5968, 0.7726], [5.3897, -0.9018, -2.2689], [5.0816, 0.7115, -1.6388], [3.7478, -0.2636, -2.2671], [5.3726, -0.8315, 0.2651], [3.2554, -2.5594, -1.0993], [3.9463, -2.8823, 0.5003], [4.9701, -2.9289, -0.9381], [3.9005, 1.9483, -0.3440], [5.1720, 1.5829, 2.4095], [5.5692, 2.8259, 1.2284], [5.9520, 1.1435, 0.8818], [2.8120, 2.4830, 2.4449], [1.8616, 2.6027, 0.9521], [3.2300, 3.6816, 1.2268], [5.2846, -0.6482, 2.4355], [6.6692, -1.6442, 4.0472], [6.1175, -3.2060, 4.6522], [5.8958, -1.7587, 5.6266], [3.4596, -3.2221, 5.2803], [1.2773, -2.8245, 4.2543], [-0.7846, -0.5961, 4.6261], [-2.5366, -0.8202, 4.5683], [-1.7404, 0.1883, 3.3639], [-3.3834, -2.7075, 3.6103], [-4.3979, -4.6697, 2.6887], [-3.2058, -5.9618, 2.8087], [-3.7049, -5.3781, 1.2268], [-1.1018, -5.1234, 0.9394], [0.8301, -4.2224, -0.0872], [1.8272, -4.1001, 1.3760], [1.5495, -2.6890, 0.4076], [-1.0442, 2.2373, 1.4441], [-0.0728, 2.4119, 2.8350], [0.6198, 1.3700, 3.3471], [1.4076, 1.4515, 4.4377], [1.5591, 2.6289, 5.1076], [0.8599, 3.7487, 4.6230], [0.0615, 3.6450, 3.5172], [0.5439, 0.4081, 2.8763], [1.9049, 0.5327, 4.7214], [2.1971, 2.6848, 5.9763], [0.9546, 4.7019, 5.1275], [-0.4833, 4.4919, 3.1274]]}

# 2
{"formula": "C5H14", "method": "the ωB97M-V functional and the def2-TZVPD basis", "e_above_lowest_ev": 1.866, "e_tot_ha": -198.8206, "smiles": "CCC.CC", "symbols": ["C", "C", "C", "H", "H", "H", "H", "H", "H", "H", "H", "C", "C", "H", "H", "H", "H", "H", "H"], "coordinates": [[-1.5446, 1.1278, -1.0562], [-1.4956, -0.1562, -2.0265], [-1.5830, 0.6569, 0.3989], [-2.1440, 1.8678, -1.2923], [-0.7413, 1.7365, -1.1837], [-2.4254, -0.5317, -2.4567], [-0.8612, 0.1373, -2.8107], [-0.6991, -0.0331, 0.4746], [-2.5238, -0.0090, 0.6658], [-0.8381, -0.8812, -1.5706], [-1.1971, 1.3226, 1.1859], [1.4708, -1.0704, 1.6463], [2.4238, -0.2620, 0.7355], [1.4298, -2.1299, 1.3191], [1.9046, -1.0121, 2.6623], [0.5370, -0.5495, 1.7038], [2.0660, 0.7328, 0.3706], [2.8225, -0.8671, -0.1299], [3.3987, -0.0796, 1.3638]]}

# 3
{"formula": "C16H38AlCeClNP", "method": "the ωB97M-V functional and the def2-TZVPD basis", "e_above_lowest_ev": 6.502, "e_tot_ha": -2206.0686, "multiplicity": 2, "charge": -1, "symbols": ["Al", "Cl", "C", "C", "H", "H", "H", "H", "H", "H", "Ce", "C", "C", "H", "H", "H", "H", "H", "C", "C", "C", "C", "P", "N", "C", "C", "C", "C", "C", "C", "C", "C", "H", "H", "H", "H", "H", "H", "H", "H", "H", "H", "H", "H", "H", "H", "H", "H", "H", "H", "H", "H", "H", "H", "H", "H", "H", "H", "H"], "coordinates": [[0.0009, -1.1054, -4.1086], [-2.0317, -0.4042, -3.7243], [0.0742, -3.1139, -3.4822], [1.2848, 0.0543, -2.8484], [0.8936, -3.4494, -4.1562], [0.3391, -3.4785, -2.4673], [-0.8453, -3.6724, -3.7577], [2.2370, -0.4068, -2.5435], [1.0419, 0.7821, -2.0559], [1.5059, 0.6773, -3.7338], [0.4038, 0.0680, 0.6459], [-0.0390, 2.1149, -0.4125], [-1.1253, -1.5839, 0.6818], [0.8530, 2.6034, -0.8793], [-0.8491, 2.0723, -1.1895], [-0.3463, 2.8223, 0.3941], [-0.5611, -2.2512, 0.0802], [-1.8933, -1.1132, -0.0719], [0.6736, 1.3198, 4.8701], [-0.4732, 0.3309, 5.0768], [0.1355, -1.0587, 5.2900], [-1.3241, 0.7228, 6.2867], [-1.4963, 0.3463, 3.5363], [-0.3965, 0.5140, 2.3702], [-2.5707, -1.1713, 3.3609], [-3.3399, -1.4812, 4.6783], [-3.5991, -1.0198, 2.2365], [-1.7234, -2.3704, 3.0003], [-2.5173, 1.9289, 3.3400], [-1.6707, 3.1509, 3.6917], [-2.9378, 2.0850, 1.8700], [-3.7788, 1.8545, 4.2303], [1.4211, 1.1423, 5.6462], [0.3694, 2.3627, 4.9240], [1.1663, 1.1717, 3.9070], [0.8267, -0.9713, 6.1372], [-0.5971, -1.8354, 5.5283], [0.7453, -1.3686, 4.4357], [-1.6320, 1.7706, 6.2584], [-2.2129, 0.0955, 6.4130], [-0.6913, 0.5988, 7.1748], [-3.9997, -0.6581, 5.0138], [-3.9877, -2.3533, 4.4621], [-2.6642, -1.7706, 5.5028], [-3.0884, -0.8294, 1.3039], [-4.0887, -1.9900, 2.1036], [-4.3718, -0.2703, 2.3974], [-1.2691, -2.1398, 1.8129], [-0.9276, -2.5984, 3.6996], [-2.3808, -3.2278, 2.8813], [-0.7650, 3.1881, 3.0797], [-2.2557, 4.0371, 3.4231], [-1.4103, 3.2355, 4.7502], [-3.6960, 1.3682, 1.5451], [-3.3562, 3.0940, 1.7674], [-2.0746, 2.0240, 1.1973], [-4.4966, 1.0930, 3.8793], [-3.5421, 1.6675, 5.2908], [-4.2736, 2.8394, 4.1612]]}

# 4
{"formula": "C13H47BFN18O9P", "method": "the ωB97M-V functional and the def2-TZVPD basis", "e_tot_ha": -2652.7096, "smiles": "CP(C)BCCF.NC(N)=O.NC(N)=O.NC(N)=O.NC(N)=O.NC(N)=O.NC(N)=O.NC(N)=O.NC(N)=O.NC(N)=O", "symbols": ["C", "P", "C", "B", "C", "C", "F", "H", "H", "H", "H", "H", "H", "H", "H", "H", "H", "H", "C", "O", "N", "N", "H", "H", "H", "H", "C", "O", "N", "N", "H", "H", "H", "H", "C", "O", "N", "N", "H", "H", "H", "H", "C", "O", "N", "N", "H", "H", "H", "H", "C", "O", "N", "N", "H", "H", "H", "H", "C", "O", "N", "N", "H", "H", "H", "H", "C", "O", "N", "N", "H", "H", "H", "H", "C", "O", "N", "N", "H", "H", "H", "H", "C", "O", "N", "N", "H", "H", "H", "H"], "coordinates": [[-2.6966, 0.5195, -4.1165], [-1.2440, -0.1923, -5.0196], [-1.9053, -0.5676, -6.7073], [-0.1525, 1.3927, -5.2504], [-0.7943, 2.8140, -5.4555], [-0.7675, 3.6658, -4.1820], [0.2452, 4.6215, -4.2623], [-2.9319, -0.1246, -3.2747], [-2.4296, 1.4917, -3.7058], [-3.5844, 0.6225, -4.7388], [-1.3016, -0.1253, -7.4966], [-2.9334, -0.2301, -6.8357], [-1.8784, -1.6418, -6.8590], [1.0271, 1.2406, -5.1591], [-0.2577, 3.3808, -6.2175], [-1.8324, 2.6987, -5.7704], [-1.7021, 4.2164, -4.1097], [-0.5999, 3.0796, -3.2805], [-0.2399, 1.2216, -0.7960], [-0.4333, 0.9211, -1.9637], [-0.5652, 2.4541, -0.2901], [0.3138, 0.3620, 0.1025], [-0.3979, 2.7160, 0.6627], [-0.9777, 3.1179, -0.9161], [0.5733, -0.5455, -0.2348], [0.4817, 0.5932, 1.0685], [1.8224, -0.5598, 3.4239], [1.4740, 0.5251, 2.9703], [1.0772, -1.2439, 4.3249], [3.0013, -1.1474, 3.0481], [1.3456, -2.1267, 4.7159], [0.2169, -0.8396, 4.6449], [3.5629, -0.6742, 2.3625], [3.3057, -2.0426, 3.3844], [-0.4417, -0.9874, 7.8550], [-0.5648, -1.3247, 6.6844], [-0.8357, 0.2380, 8.3049], [0.0974, -1.8193, 8.7899], [-0.7501, 0.5290, 9.2597], [-1.2348, 0.8708, 7.6377], [0.3777, -2.7325, 8.4863], [0.2029, -1.5717, 9.7548], [0.1634, -3.2330, -9.3288], [-0.1473, -2.1951, -8.7767], [0.5346, -4.3480, -8.6265], [0.1651, -3.3692, -10.6926], [0.7934, -5.2146, -9.0564], [0.5432, -4.2738, -7.6266], [-0.1039, -2.5684, -11.2313], [0.4163, -4.2156, -11.1650], [-5.4526, 4.9333, -4.3635], [-6.1646, 4.2704, -3.6356], [-5.8458, 5.3297, -5.6150], [-4.1966, 5.3392, -3.9919], [-5.2720, 5.8723, -6.2310], [-6.7573, 5.0445, -5.9179], [-3.8802, 5.0631, -3.0820], [-3.5943, 5.8897, -4.5735], [-3.6725, -1.5660, 4.0536], [-4.3788, -2.1774, 4.8372], [-3.9292, -1.5205, 2.7120], [-2.5733, -0.8585, 4.4694], [-3.3604, -1.0152, 2.0588], [-4.7391, -2.0099, 2.3693], [-2.3479, -0.8769, 5.4501], [-1.9855, -0.3433, 3.8410], [-7.2467, -0.0867, 2.4548], [-6.8066, -0.8922, 1.6517], [-6.5007, 0.4054, 3.4867], [-8.5304, 0.3846, 2.3760], [-6.8477, 1.0638, 4.1563], [-5.5565, 0.0733, 3.5663], [-9.0984, 0.0402, 1.6259], [-8.9176, 1.0453, 3.0211], [6.7339, -1.0595, 4.5732], [6.8793, -1.4399, 3.4210], [5.5142, -0.6300, 5.0273], [7.7559, -1.0271, 5.4738], [5.3433, -0.3153, 5.9626], [4.7668, -0.6417, 4.3557], [8.6575, -1.3547, 5.1605], [7.6517, -0.6890, 6.4105], [10.6489, -2.4600, 3.0656], [10.2905, -2.5060, 4.2316], [11.4669, -3.4130, 2.5240], [10.2532, -1.4685, 2.2178], [11.7679, -3.4047, 1.5690], [11.7647, -4.1567, 3.1256], [9.6005, -0.7940, 2.5723], [10.5225, -1.4259, 1.2543]]}

# 5
{"formula": "C29H25BrCrN3O4S", "method": "the ωB97M-V functional and the def2-TZVPD basis", "e_tot_ha": -5601.8142, "multiplicity": 5, "charge": 1, "symbols": ["Cr", "Br", "C", "C", "C", "C", "C", "C", "N", "C", "C", "C", "C", "C", "C", "N", "H", "H", "H", "H", "H", "H", "H", "H", "H", "O", "S", "O", "N", "C", "O", "C", "C", "C", "C", "C", "C", "H", "H", "H", "H", "C", "C", "C", "C", "C", "C", "C", "O", "C", "C", "C", "H", "H", "H", "H", "H", "H", "H", "H", "H", "H", "H", "H"], "coordinates": [[0.3720, -0.4814, -0.1393], [3.1735, -6.7617, 1.7037], [2.7525, -4.9393, 1.6075], [1.4625, -4.5521, 1.2935], [1.1731, -3.2013, 1.1984], [2.1591, -2.2461, 1.4124], [3.4433, -2.6477, 1.7471], [3.7419, -3.9946, 1.8463], [1.8024, -0.8718, 1.1748], [2.4969, 0.1130, 1.5776], [2.0744, 1.4481, 1.1036], [2.6049, 2.6352, 1.5439], [2.0751, 3.8265, 1.0592], [1.0343, 3.7877, 0.1539], [0.5643, 2.5537, -0.2678], [1.0862, 1.4088, 0.1893], [0.6901, -5.2962, 1.1373], [0.1507, -2.9020, 0.9878], [4.2340, -1.9210, 1.9022], [4.7445, -4.3114, 2.0973], [3.3409, -0.0139, 2.2509], [3.4154, 2.6269, 2.2652], [2.4744, 4.7775, 1.3911], [0.5947, 4.6973, -0.2377], [-0.2295, 2.4619, -1.0009], [-0.4242, -2.1486, -6.1347], [-0.6184, -2.7210, -4.8383], [-1.3940, -3.9124, -4.6778], [-1.1776, -1.5685, -3.7897], [-0.2969, -1.3263, -2.8837], [-0.4770, -0.5182, -1.8687], [0.9907, -2.0692, -2.9961], [2.0898, -1.9570, -2.1735], [3.1830, -2.7845, -2.4028], [3.1457, -3.6858, -3.4654], [2.0397, -3.7729, -4.3123], [0.9663, -2.9452, -4.0500], [2.0640, -1.1943, -1.4057], [4.0654, -2.7305, -1.7744], [4.0013, -4.3271, -3.6447], [2.0280, -4.4700, -5.1437], [-4.1971, 5.3809, 0.6310], [-3.6750, 3.9924, 0.8813], [-3.5817, 3.0640, -0.1470], [-3.1004, 1.7793, 0.0618], [-3.1543, 0.7925, -1.0794], [-2.6770, 1.4393, 1.3575], [-2.0664, 0.1751, 1.6643], [-1.3547, -0.4683, 0.9159], [-2.8374, 2.3361, 2.4401], [-2.4657, 1.9612, 3.8634], [-3.3124, 3.6017, 2.1747], [-4.4231, 5.5438, -0.4220], [-3.4682, 6.1288, 0.9493], [-5.1065, 5.5550, 1.2088], [-3.9276, 3.3336, -1.1422], [-4.0602, 0.9622, -1.6593], [-3.1442, -0.2426, -0.7516], [-2.3103, 0.9093, -1.7628], [-2.2114, -0.2235, 2.6735], [-1.3997, 1.7474, 3.9685], [-3.0161, 1.0814, 4.2068], [-2.7061, 2.7781, 4.5390], [-3.4217, 4.3080, 2.9927]]}

# 6
{"formula": "C8H25O5V", "method": "the ωB97M-V functional and the def2-TZVPD basis", "e_above_lowest_ev": 0.595, "e_tot_ha": -1639.7100, "multiplicity": 4, "charge": 1, "symbols": ["V", "O", "H", "C", "C", "O", "H", "H", "H", "H", "H", "H", "C", "C", "O", "H", "H", "H", "H", "H", "H", "C", "C", "O", "H", "H", "H", "H", "H", "H", "C", "C", "O", "H", "H", "H", "H", "H", "H"], "coordinates": [[-21.8983, -28.9737, 9.2852], [-23.2116, -27.5462, 9.8621], [-23.3684, -26.8503, 10.4978], [-23.8628, -32.0948, 11.3135], [-23.9714, -30.9951, 10.2548], [-22.8002, -30.9929, 9.3943], [-23.0501, -31.8637, 11.9980], [-23.7089, -33.0754, 10.8678], [-24.8245, -32.0920, 11.8286], [-24.1493, -30.0187, 10.7021], [-24.8567, -31.1558, 9.6342], [-22.8965, -31.6635, 8.7080], [-22.7359, -24.0040, 10.8532], [-22.1350, -24.2073, 9.4718], [-22.9594, -25.0051, 8.6254], [-22.0991, -23.3452, 11.4415], [-22.8491, -24.9614, 11.3696], [-23.7207, -23.5558, 10.7162], [-21.1579, -24.7027, 9.5621], [-21.9609, -23.2389, 9.0073], [-23.1265, -25.8438, 9.1012], [-22.5419, -28.7464, 13.3493], [-21.3752, -28.4654, 12.4342], [-21.3214, -29.4924, 11.3960], [-22.6979, -28.0074, 14.1335], [-22.3870, -29.7020, 13.8556], [-23.4377, -28.7738, 12.7280], [-20.4197, -28.4459, 12.9666], [-21.4197, -27.5011, 11.9280], [-21.0133, -30.2850, 11.8548], [-27.8052, -25.9138, 9.5476], [-26.3807, -26.3561, 9.2441], [-26.0901, -27.4647, 10.0954], [-28.5262, -26.7016, 9.3273], [-28.0789, -25.0640, 8.9170], [-27.9751, -25.5962, 10.5763], [-25.6915, -25.5303, 9.4166], [-26.3574, -26.6752, 8.2003], [-25.1347, -27.6278, 10.1170]]}

# 7
{"formula": "C6H14O", "method": "the ωB97M-V functional and the def2-TZVPD basis", "e_above_lowest_ev": 1.209, "e_tot_ha": -312.2106, "smiles": "CC1CCCC1.O", "symbols": ["C", "C", "C", "C", "C", "C", "H", "H", "H", "H", "H", "H", "H", "H", "H", "H", "H", "H", "O", "H", "H"], "coordinates": [[0.5561, 1.4746, 0.1554], [0.2300, -2.2463, -0.1011], [-1.0992, -1.6877, -0.4907], [1.0603, -1.0499, 0.2487], [-0.8022, -0.2496, -0.9703], [0.6104, 0.1445, -0.5894], [0.1487, 2.2610, -0.5021], [1.5296, 1.8136, 0.5478], [-0.1348, 1.3323, 1.0033], [0.3220, -3.0421, 0.6629], [0.5938, -2.6584, -1.0619], [-1.7852, -1.6428, 0.3770], [-1.6153, -2.2398, -1.2995], [2.1623, -1.1072, 0.1617], [0.8193, -0.7623, 1.2902], [-1.5168, 0.4023, -0.4320], [-0.8865, -0.0216, -2.0503], [1.2403, 0.1642, -1.5019], [-0.3941, 3.3179, 1.7928], [-0.7579, 3.4536, 0.8886], [-0.2811, 2.3436, 1.8711]]}

# 8
{"formula": "C4H14N2O2", "method": "the ωB97M-V functional and the def2-TZVPD basis", "e_above_lowest_ev": 4.602, "e_tot_ha": -420.6360, "symbols": ["C", "C", "C", "O", "O", "H", "H", "H", "H", "H", "H", "H", "H", "C", "N", "N", "H", "H", "H", "H", "H", "H"], "coordinates": [[-1.0756, 0.6357, 0.6662], [-0.4598, -0.7358, 0.3519], [-2.4833, 0.4953, 1.2470], [-1.0720, 1.4747, -0.4797], [-1.2151, -1.3389, -0.6765], [-1.4966, 0.9802, -1.1929], [-0.8790, -2.2284, -0.8233], [-0.4263, 1.1292, 1.3956], [-0.5088, -1.3196, 1.2725], [0.5921, -0.2867, -0.2970], [-2.9085, 1.4845, 1.4109], [-3.1258, -0.0383, 0.5465], [-2.4638, -0.0464, 2.1927], [1.7716, 0.2792, -1.0898], [2.5563, -0.7961, -0.9883], [2.1513, 1.4257, -0.3767], [1.9261, -1.6777, -0.0627], [2.6723, 1.2124, 0.4620], [2.5130, -1.3756, -1.8225], [1.3889, 2.0665, -0.2097], [1.3096, 0.5214, -2.0509], [1.2332, -1.8613, 0.5249]]}